1.
{
  "formula": "C2H5NO2",
  "method": "ωB97M-V/def2-TZVPD",
  "species": ["H", "O", "O", "H", "H", "C", "H", "C", "N", "H"],
  "coordinates": [[0.890184, 0.709176, -1.302485], [-1.815663, -0.353736, -0.555269], [-1.411904, 0.840547, 0.199029], [0.123023, -1.694658, -0.227853], [-0.785563, -1.758265, 1.003795], [0.936451, 0.828200, -0.152800], [0.921236, 1.928607, -0.084385], [-0.455541, -1.038035, 0.334946], [-0.139184, 0.301675, 0.685327], [1.736959, 0.236486, 0.099693]],
  "forces_ev_per_angstrom": [[-0.822, -0.419, 1.471], [3.200, -1.977, 1.860], [0.964, -0.294, 0.806], [1.900, 0.092, -2.050], [-1.744, -0.232, 2.289], [-2.253, 1.491, -2.670], [0.814, -0.598, 0.769], [-3.904, 1.604, -2.391], [-0.744, 0.765, -1.132], [2.589, -0.431, 1.048]],
  "spin_multiplicity": 1,
  "de_lowest_kj_mol": 753.7,
  "charge": 0,
  "e_homo_ev": -9.15
}

2.
{
  "formula": "C5H13N",
  "method": "ωB97M-V/def2-TZVPD",
  "species": ["H", "C", "H", "H", "H", "H", "H", "H", "H", "H", "H", "C", "H", "H", "H", "C", "N", "C", "C"],
  "coordinates": [[-4.626736, 1.051507, -1.332678], [-2.651172, 1.562827, -0.896163], [3.790753, -0.429757, 1.271816], [-3.997323, 0.722021, 0.432959], [3.952906, -1.201617, 2.758559], [4.201034, -2.184963, 1.356482], [0.543688, -1.485020, 0.361866], [-1.262536, 0.913608, -2.351697], [-1.907578, 1.663322, -0.112369], [-1.947399, 2.495968, -2.702228], [-2.752626, 0.882832, -2.967674], [3.588413, -1.373512, 1.740104], [2.073114, -1.187118, -0.314986], [1.568444, 0.043780, 0.754312], [1.780964, -1.347908, 2.578080], [-2.159862, 1.516351, -2.320767], [2.159679, -1.694353, 1.713686], [1.505387, -1.040041, 0.603144], [-3.859142, 1.092077, -0.572444]],
  "forces_ev_per_angstrom": [[-0.131, -0.528, 0.099], [-0.447, -1.585, -0.366], [0.297, 0.500, -0.802], [-0.674, 0.449, 0.150], [-0.286, -0.305, 0.127], [0.006, 0.083, -0.452], [-0.385, 0.484, 0.448], [0.794, 0.253, 0.331], [0.072, 0.105, -0.051], [0.116, 0.382, -0.627], [-0.925, 0.557, -0.182], [-0.012, -0.299, 1.041], [0.316, -0.296, 0.004], [-0.878, 0.165, -0.204], [-0.395, -0.044, 0.117], [0.220, -0.151, 0.567], [0.636, -0.395, 0.228], [0.692, 0.114, -0.511], [0.985, 0.511, 0.083]],
  "spin_multiplicity": 1,
  "de_lowest_kj_mol": 210.1,
  "charge": 0,
  "e_homo_ev": -8.91
}

3.
{
  "formula": "C5H4O2",
  "method": "ωB97M-V/def2-TZVPD",
  "species": ["H", "H", "H", "H", "C", "C", "C", "C", "C", "O", "O"],
  "coordinates": [[-1.962147, -1.575681, -0.315841], [-0.143263, 2.325747, 0.045782], [-2.180819, 0.558971, 0.599631], [2.061748, 1.168247, -0.060086], [1.119891, 0.630782, -0.042734], [1.242715, -0.826915, -0.023280], [-0.083541, 1.235109, 0.038830], [-1.257702, 0.394460, 0.069781], [-1.112742, -0.914158, -0.188225], [0.068308, -1.536276, -0.275971], [2.247556, -1.460283, 0.152115]],
  "forces_ev_per_angstrom": [[0.211, -0.148, 0.263], [-0.123, -0.367, 0.162], [-0.458, 1.099, -0.720], [-0.168, -0.033, -0.044], [0.014, -0.012, 0.032], [0.367, -0.052, -0.105], [0.120, -0.254, 0.147], [0.134, -0.511, 0.578], [-0.037, 0.005, 0.261], [0.220, 0.062, -0.480], [-0.279, 0.212, -0.094]],
  "spin_multiplicity": 1,
  "de_lowest_kj_mol": 41.5,
  "charge": 0,
  "e_homo_ev": -9.15
}

What is the formula in the third record?
C5H4O2